The following is a DFT calculation (the ωB97M-V functional and the def2-TZVPD basis) of 2 unconnected molecules or ions with the total composition Cl2H3N2OP.

Results
energy relative to the best compared isomer or geometry (same formula, charge and spin): 2.240 eV

Each line ends with the natural charge from an NBO analysis.
Cartesian coordinates (Å):
1 N -0.081 -1.317 1.125  -0.514
2 N -1.067 -0.553 0.737  -0.387
3 O 0.440 2.251 -0.257  -1.064
4 P 0.028 0.986 -0.802  1.455
5 Cl -0.714 1.285 -2.724  -0.296
6 Cl 1.666 -0.188 -1.040  -0.323
7 H 0.174 -2.027 0.426  0.390
8 H 0.771 -0.797 1.414  0.365
9 H -1.217 0.360 1.121  0.374